# 1
The following is a DFT calculation (the ωB97M-V functional and the def2-TZVPD basis) of C49H39GaN2O4P2SSi as an isolated structure.

Each line ends with the Löwdin charge.
Positions of all 99 atoms, in Å:
Ga 0.44954 -0.74739 0.36768  0.275
C -2.85810 -1.07319 -0.68327  -0.194
Si -1.57560 0.25516 -0.37971  0.555
C -2.22020 1.40631 0.96683  -0.296
C -3.50893 1.23909 1.48080  -0.093
C -4.04252 2.14024 2.39051  -0.075
C -3.28504 3.22253 2.81621  -0.071
C -1.99505 3.39225 2.33783  -0.098
C -1.45452 2.49919 1.41408  -0.369
P 0.24636 2.71583 0.75408  1.111
C 0.11668 4.23042 -0.25517  -0.368
C -0.98492 5.07883 -0.29252  -0.077
C -0.97374 6.20773 -1.10016  -0.080
C 0.14234 6.50902 -1.86813  -0.088
C 1.25525 5.68043 -1.82181  -0.080
C 1.23700 4.54507 -1.02432  -0.124
C 1.14157 3.30795 2.24020  -0.358
C 1.94411 4.44485 2.23464  -0.080
C 2.69254 4.78405 3.35601  -0.079
C 2.63988 3.99696 4.49637  -0.085
C 1.82915 2.86785 4.51394  -0.075
C 1.09258 2.52204 3.39300  -0.111
C -1.44652 1.37412 -1.91323  -0.290
C -2.52640 2.24440 -2.09520  -0.097
C -2.59588 3.11257 -3.17268  -0.077
C -1.57186 3.13174 -4.10538  -0.071
C -0.50202 2.26181 -3.96635  -0.092
C -0.43180 1.38404 -2.88629  -0.381
P 0.89753 0.15063 -2.68854  1.062
C 2.08976 0.50780 -4.02026  -0.366
C 2.53676 -0.48792 -4.88548  -0.081
C 3.54466 -0.22227 -5.80404  -0.082
C 4.11476 1.03941 -5.87179  -0.090
C 3.67730 2.03817 -5.01073  -0.080
C 2.67689 1.77218 -4.09001  -0.114
C 0.03740 -1.34889 -3.30024  -0.381
C -0.80231 -1.31080 -4.41481  -0.078
C -1.48234 -2.44573 -4.82340  -0.075
C -1.33245 -3.63780 -4.12172  -0.085
C -0.49508 -3.68953 -3.01924  -0.076
C 0.18904 -2.54871 -2.61237  -0.133
H -3.74786 -0.64928 -1.15674  0.042
H -3.15722 -1.55398 0.25171  0.028
H -2.45961 -1.84207 -1.34823  0.021
H -4.11021 0.39453 1.16355  0.091
H -5.04521 1.99449 2.77304  0.103
H -3.69475 3.92928 3.52684  0.105
H -1.39984 4.22942 2.68554  0.115
H -1.86617 4.84900 0.29527  0.095
H -1.84388 6.85217 -1.13246  0.103
H 0.14792 7.39293 -2.49386  0.101
H 2.13815 5.91518 -2.40439  0.104
H 2.11307 3.91030 -0.97308  0.100
H 1.99792 5.07229 1.35405  0.096
H 3.31797 5.66796 3.33196  0.104
H 3.22195 4.26290 5.36968  0.102
H 1.78065 2.24517 5.39884  0.110
H 0.47961 1.62814 3.41052  0.105
H -3.32968 2.26188 -1.36409  0.104
H -3.44060 3.78301 -3.27347  0.105
H -1.60788 3.81567 -4.94408  0.105
H 0.28572 2.26513 -4.70937  0.097
H 2.09940 -1.47760 -4.84325  0.101
H 3.88327 -1.00711 -6.46854  0.103
H 4.89860 1.24473 -6.58970  0.101
H 4.12262 3.02457 -5.05042  0.104
H 2.34229 2.55694 -3.42297  0.097
H -0.93740 -0.37949 -4.95297  0.110
H -2.13622 -2.40260 -5.68534  0.103
H -1.86843 -4.52385 -4.43855  0.102
H -0.37062 -4.61578 -2.47209  0.105
H 0.86108 -2.60168 -1.76334  -0.005
S 2.38348 -1.96721 -0.11364  0.744
C 1.48976 -3.17407 0.78749  -0.693
C 2.01088 -4.35388 1.31842  -0.066
C 1.18234 -5.15298 2.07663  -0.051
C -0.13855 -4.77146 2.30809  -0.053
C -0.58384 -3.59892 1.74312  -0.097
N 0.20452 -2.83667 0.97986  -0.021
H 3.04936 -4.60287 1.15347  0.110
H 1.56616 -6.06744 2.51149  0.112
H -0.80106 -5.36744 2.91862  0.106
H -1.59865 -3.24780 1.88424  0.122
O 1.29794 -1.63869 3.82316  0.091
C 1.65597 -0.75038 3.07635  -0.565
O 0.93048 -0.25665 2.10968  -0.157
C 2.99746 -0.08813 3.26217  -0.121
C 3.76936 -0.40382 4.37303  0.003
C 5.00279 0.20134 4.57178  -0.048
C 5.47842 1.12886 3.65847  0.004
C 4.69749 1.41490 2.55344  -0.126
C 3.46919 0.82672 2.33274  0.043
N 5.18831 2.40808 1.57665  -0.341
O 4.48946 2.64831 0.60941  0.065
O 6.26881 2.92273 1.78435  0.073
H 3.38000 -1.12751 5.07740  0.122
H 5.59557 -0.04371 5.44325  0.107
H 6.43066 1.62150 3.78581  0.118
H 2.88450 1.09088 1.46505  0.108

Computed properties:
Orbital gap   7.9 eV

# 2
The following is a DFT calculation (the ωB97M-V functional and the def2-TZVPD basis) of C49H40CoIN3O5P2 as an isolated structure.

Each line ends with the Löwdin charge.
Positions of all 101 atoms, in Å:
Co 0.17591 -0.13517 0.17638  0.458
O -2.76068 4.13898 -0.07417  0.182
C -1.80680 3.24014 -0.17469  -0.435
O -1.54676 2.40422 0.65641  0.063
C -1.00532 3.30634 -1.43247  -0.148
C -1.03467 4.34730 -2.34988  0.057
C -0.19221 4.26539 -3.44497  0.006
C 0.61226 3.14568 -3.59399  0.038
C 0.54668 2.14998 -2.62829  -0.169
N -0.22756 2.24530 -1.56087  0.182
C 1.28273 0.84447 -2.66060  -0.406
O 2.16455 0.61491 -3.60142  0.203
O 1.05808 -0.03552 -1.85223  0.005
H -3.25138 4.03301 0.75506  0.155
H -1.68916 5.19511 -2.19461  0.137
H -0.16278 5.05877 -4.17942  0.132
H 1.25925 3.06657 -4.46013  0.126
H 2.28481 1.34808 -4.21611  0.127
C 1.93755 -3.84026 5.54661  0.005
C 1.09457 -4.61687 4.50931  -0.417
C 0.87290 -6.04150 5.01617  -0.029
C -0.22078 -3.86836 4.31548  -0.080
C -1.38792 -4.12312 5.02413  0.017
C -2.52568 -3.34743 4.83826  -0.037
C -2.52304 -2.28842 3.94611  -0.068
C -1.36306 -1.99568 3.23385  -0.257
P -1.19526 -0.53674 2.13667  1.135
C -2.91480 -0.43473 1.54185  -0.381
C -3.88979 0.33387 2.17058  -0.089
C -5.18349 0.34565 1.66619  -0.058
C -5.50016 -0.40040 0.53697  -0.059
C -4.52377 -1.15719 -0.09662  -0.060
C -3.22930 -1.17345 0.40315  -0.095
C -0.93812 0.79184 3.38758  -0.325
C -1.16858 0.56837 4.74744  -0.069
C -0.95044 1.57662 5.67726  -0.057
C -0.50709 2.82418 5.27011  -0.057
C -0.26225 3.05660 3.92396  -0.055
C -0.46245 2.04779 2.99537  -0.125
C -0.25377 -2.79827 3.43392  -0.213
O 0.83324 -2.47247 2.66064  -0.056
C 1.63782 -3.53394 2.31712  -0.227
C 2.17877 -3.46954 1.04448  -0.254
C 3.08592 -4.45047 0.65697  -0.040
C 3.35543 -5.49868 1.52049  -0.034
C 2.70906 -5.59196 2.74618  0.017
C 1.83027 -4.60452 3.17575  -0.083
P 1.54226 -2.21963 -0.12979  1.153
C 3.06653 -1.96305 -1.09115  -0.370
C 3.34140 -2.56886 -2.31217  -0.086
C 4.51548 -2.26233 -2.98653  -0.056
C 5.42018 -1.35997 -2.44719  -0.059
C 5.17101 -0.78604 -1.20658  -0.056
C 4.00043 -1.09025 -0.52975  -0.091
C 0.33756 -3.20742 -1.08676  -0.338
C -0.41866 -4.16153 -0.40098  -0.082
C -1.35992 -4.92754 -1.07136  -0.058
C -1.56533 -4.74788 -2.43182  -0.059
C -0.85080 -3.77307 -3.11196  -0.059
C 0.08582 -2.99591 -2.44493  -0.100
H 1.41477 -3.81275 6.50443  0.099
H 2.11457 -2.81176 5.22345  0.089
H 2.90277 -4.32888 5.68855  0.099
H 0.35736 -6.03058 5.97576  0.086
H 1.82660 -6.54108 5.17971  0.087
H 0.28369 -6.62799 4.30830  0.109
H -1.42024 -4.93684 5.73600  0.120
H -3.42098 -3.56782 5.40485  0.119
H -3.41523 -1.69290 3.80898  0.113
H -3.63166 0.91901 3.04633  0.113
H -5.94903 0.93412 2.15748  0.114
H -6.51339 -0.39396 0.15584  0.115
H -4.77770 -1.73698 -0.97526  0.113
H -2.45779 -1.76367 -0.08674  0.090
H -1.51975 -0.39009 5.09734  0.096
H -1.13204 1.37522 6.72538  0.115
H -0.35056 3.61005 5.99849  0.115
H 0.08094 4.02888 3.59165  0.114
H -0.25037 2.24370 1.95901  0.052
H 3.56253 -4.40542 -0.31339  0.113
H 4.05239 -6.27200 1.22587  0.119
H 2.90117 -6.45188 3.37332  0.120
H 2.65919 -3.29832 -2.72892  0.107
H 4.72241 -2.73029 -3.94081  0.116
H 6.32895 -1.11604 -2.98293  0.114
H 5.89009 -0.10596 -0.76670  0.113
H 3.81293 -0.65701 0.44683  0.087
H -0.27208 -4.31735 0.66158  0.105
H -1.92593 -5.67218 -0.52628  0.115
H -2.28267 -5.36535 -2.95692  0.115
H -1.01863 -3.61743 -4.17018  0.114
H 0.62378 -2.23212 -2.98413  0.091
I 4.51599 3.93540 1.87131  0.920
C 3.30077 2.26392 1.80102  -0.756
C 3.21928 1.23103 2.70946  -0.107
N 2.27678 0.38881 2.25351  0.025
N 1.73812 0.81647 1.10612  -0.072
C 2.35313 1.95722 0.81677  -0.181
H 3.77000 1.05498 3.61983  0.135
H 1.94579 -0.47231 2.66863  0.139
H 2.11404 2.50819 -0.08035  0.110

Computed properties:
2S+1   2
Orbital gap (alpha / beta)   6.3 / 7.6 eV
Charge   +2

Per-record energy relative to the best compared isomer or geometry (same formula, charge and spin), kcal per mole: 1.35; 32.37
Per-record total energy, eV: -152284.4117; -130463.7135
Per-record largest force on an atom, eV/A: 0.57; 1.18